(1)
C35H65BrIN2O10S2 | the ωB97M-V functional and the def2-TZVPD basis

Summary:
- 2S+1: 1
- LUMO level: -2.426 eV
- Charge: +1
- Highest occupied orbital energy: -0.3670 Ha
- Total energy: -160601.0042 eV
- Orbital gap: 7.56 eV

```
116
Properties=species:S:1:pos:R:3:forces:R:3
C -3.18957 -2.54838 4.79790 -0.96 -0.73 0.03
C -4.61092 -2.72979 5.58286 1.38 0.69 -0.62
O -5.45625 -3.51148 4.68102 -0.90 1.39 0.41
C -6.70550 -2.83640 4.40312 -0.82 0.37 0.75
C -6.57361 -1.48294 3.52576 -0.32 0.80 1.86
O -5.38551 -1.40380 2.69573 -2.25 -0.54 -1.45
C -5.71107 -1.24919 1.29487 1.25 -0.60 -1.33
C -5.40984 0.27168 0.74028 1.55 1.30 3.95
N -6.56761 1.06108 0.18798 -2.31 -4.00 -4.48
C -7.20246 0.41540 -0.74797 1.28 -0.62 -3.20
O -7.60998 -0.14442 -1.80230 1.71 3.36 6.57
O -5.19391 0.96524 2.02775 0.28 0.21 -0.98
C -4.41046 2.21505 1.95390 -0.62 -1.27 -0.32
C -3.48108 2.08428 3.26034 -0.34 0.09 0.05
C -2.18416 1.15057 3.08232 0.38 0.06 1.72
C -1.45715 1.09451 4.55211 -0.11 1.74 -1.37
Br -0.20502 -0.44771 4.52669 -0.57 0.77 0.29
C -5.42999 3.45808 1.98767 0.52 0.55 0.90
C -6.29939 3.57263 3.35172 0.62 2.17 -0.57
C -6.87142 5.10704 3.40801 -0.99 -0.83 -0.96
I -8.11697 2.30668 3.29911 1.04 0.40 0.27
C -3.75991 2.06905 0.48239 -1.54 -0.13 -1.17
S -2.19115 2.96788 0.06647 0.13 -0.41 0.08
C -0.80198 1.78298 -0.26499 1.06 -1.32 -0.10
C 0.55427 2.10816 0.55934 0.71 2.67 1.54
O 0.93017 3.26388 0.89105 -1.56 -4.67 -1.73
O 1.32853 0.95619 0.95966 -0.65 2.13 -2.26
C 2.67761 1.02065 0.41226 1.45 -1.23 0.79
C 2.99501 -0.24560 -0.57239 -0.20 1.67 -0.87
C 1.85189 -0.44953 -1.69127 0.02 0.55 -0.39
O 3.34387 -1.45684 0.16596 -2.55 -0.37 -0.10
C 2.18593 -2.24540 0.50141 -2.72 -0.41 2.44
O 1.36620 -1.99880 1.42122 3.93 -0.56 -3.95
C 1.92753 -3.62310 -0.35179 0.35 0.11 0.73
S 3.37955 -3.84221 -1.51669 0.08 -0.41 -0.18
C -3.93053 0.51105 0.06586 -1.72 0.42 0.86
C -3.94201 0.10817 -1.49060 0.85 0.23 -0.35
C -2.63963 -0.69195 -2.00484 -0.30 -0.62 -0.34
C -2.35995 -2.08466 -1.23337 0.74 0.03 -1.74
O -1.69108 -1.93037 0.04268 -1.96 -0.37 -0.26
C -2.18339 -2.85053 1.05204 0.38 -0.81 1.02
H -3.12578 -3.43721 4.05079 0.04 1.46 1.41
H -2.30254 -2.57592 5.52106 -1.26 0.27 -1.19
H -3.25382 -1.59387 4.16240 0.33 -1.38 1.12
H -4.49281 -3.23847 6.60390 -0.21 0.44 -1.59
H -5.00965 -1.66812 5.77775 0.24 -1.66 -0.32
H -7.50900 -3.53607 3.94359 1.88 0.76 0.58
H -7.14242 -2.52300 5.43749 0.44 -0.33 -1.78
H -7.56475 -1.32764 2.97019 1.56 -0.20 0.51
H -6.50207 -0.60867 4.29168 -0.08 -1.32 -1.44
H -6.75787 -1.62331 1.01826 1.32 0.76 0.55
H -4.95966 -1.92394 0.71779 -1.26 1.05 0.90
H -4.14021 1.57301 4.07294 0.97 0.83 -1.52
H -3.24579 3.13609 3.69512 0.03 -1.72 -0.92
H -2.42039 0.05362 2.82705 0.00 1.83 0.13
H -1.38671 1.56047 2.37047 -1.40 -0.58 0.90
H -0.79839 2.04831 4.62123 -1.08 -1.77 0.12
H -2.20240 1.10779 5.41994 1.20 -0.55 -1.24
H -6.14800 3.52014 1.09525 1.14 -0.49 1.25
H -4.77647 4.42190 1.93327 -1.00 -1.54 0.19
H -5.67650 3.39876 4.29572 -1.04 -0.21 -1.45
H -7.74054 5.12982 2.63569 1.47 0.17 1.29
H -6.09916 5.86796 3.03380 -0.95 -1.13 0.94
H -7.34669 5.36748 4.41901 0.99 -0.36 -1.45
H -4.53427 2.63176 -0.18286 1.46 -0.84 0.93
H -1.07069 0.66844 -0.09346 0.34 1.90 -0.08
H -0.53918 1.88584 -1.39389 -0.27 -0.11 1.96
H 2.92279 2.01723 -0.10055 -0.63 -1.45 0.68
H 3.39579 0.88661 1.31799 -1.14 0.34 -1.59
H 3.95687 0.07180 -1.14679 -1.41 -0.84 1.16
H 2.11815 0.24411 -2.58477 -0.49 -1.14 1.50
H 0.81267 -0.14125 -1.32077 1.56 -0.56 -0.33
H 1.77540 -1.51233 -2.11284 0.35 1.50 0.72
H 0.91807 -3.50351 -0.91128 1.78 -0.25 1.07
H 1.91194 -4.50796 0.39375 -0.22 1.68 -1.21
H 3.65911 -5.19973 -1.70447 -0.98 1.07 0.63
H -3.23679 -0.03641 0.79764 -0.91 0.21 -1.62
H -4.02463 1.07138 -2.12060 0.05 -1.41 1.00
H -4.85744 -0.54514 -1.79044 1.48 1.10 0.88
H -1.67728 -0.06359 -2.05133 -1.55 -0.87 0.27
H -2.86466 -0.99040 -3.10814 0.42 0.45 1.84
H -1.62720 -2.68117 -1.91792 -1.24 0.84 0.99
H -3.33021 -2.69513 -1.20883 1.26 0.89 0.38
H -2.19864 -2.34300 2.09810 0.31 -0.78 -1.92
H -3.24665 -3.24112 0.87631 1.45 0.71 -0.06
H -1.47227 -3.76845 1.06219 -1.20 1.44 0.23
C 6.63869 -1.66164 -5.09444 -0.17 0.14 -0.20
C 7.94770 -0.95529 -4.78256 0.04 -0.04 -0.04
N 7.93415 0.55476 -5.06771 -0.06 0.22 -0.59
C 7.57595 0.76105 -6.54657 0.06 -0.01 0.71
C 9.35639 1.13001 -4.92568 -0.20 -0.28 0.12
C 9.96671 1.07547 -3.53914 0.15 0.29 0.25
C 6.87494 1.33637 -4.25631 0.28 -0.52 0.12
C 6.86951 1.14578 -2.73693 -0.18 -0.29 0.08
O 6.56201 -0.19089 -2.38088 -0.01 0.27 -0.22
C 6.96036 -0.50238 -1.04608 0.09 -0.12 -0.07
H 6.43192 -1.67955 -6.16712 0.06 -0.04 0.09
H 6.70619 -2.70309 -4.77002 0.08 0.17 0.05
H 5.78254 -1.21674 -4.58707 0.12 -0.07 0.10
H 8.74353 -1.38135 -5.40223 -0.03 0.30 -0.03
H 8.23372 -1.10511 -3.74392 -0.17 0.21 -0.10
H 8.26147 0.16664 -7.15336 -0.11 0.09 0.11
H 7.68134 1.82300 -6.77875 0.02 -0.18 0.06
H 6.54421 0.45307 -6.71289 0.19 0.00 0.03
H 9.31872 2.16499 -5.27395 -0.13 -0.16 -0.04
H 9.98137 0.56063 -5.61971 -0.29 0.02 -0.02
H 9.64636 1.92570 -2.93605 0.00 -0.16 0.03
H 11.05394 1.16866 -3.62412 -0.17 -0.08 -0.12
H 9.76361 0.14963 -3.00149 0.01 0.04 -0.06
H 5.90349 1.03197 -4.65390 0.19 0.00 0.01
H 7.02688 2.39228 -4.49682 0.04 -0.14 0.03
H 6.07962 1.78419 -2.32216 0.05 0.27 -0.24
H 7.80068 1.46900 -2.27651 0.09 -0.04 -0.04
H 6.83721 0.35382 -0.37657 -0.04 -0.05 -0.03
H 8.00892 -0.81634 -1.05500 0.03 0.08 0.17
H 6.34957 -1.32884 -0.68681 -0.06 0.05 -0.10
```
Forces are in eV/Å.

=====

(2)
C35H65BrNO11 | the ωB97M-V functional and the def2-TZVPD basis

Summary:
- 2S+1: 1
- LUMO level: -4.500 eV
- Charge: +1
- Highest occupied orbital energy: -0.4217 Ha
- Total energy: -131377.9713 eV
- Orbital gap: 6.98 eV

```
113
Properties=species:S:1:pos:R:3:forces:R:3
C -1.40314 4.61897 -2.27711 -7.15 -6.36 -0.79
C -2.36937 3.61401 -2.51835 6.35 5.43 2.39
C -3.20490 2.18013 -2.64547 1.00 0.65 -1.02
C -2.37520 0.92633 -1.98807 3.40 -2.53 0.28
C -0.92838 0.54841 -2.73764 -0.81 -2.30 2.92
C 0.01587 -0.67545 -2.19257 -3.58 1.41 1.21
C 1.46477 -0.93842 -2.97740 1.22 -2.50 -4.36
O 1.54769 -1.60309 -4.14887 -0.73 4.79 8.29
O 2.66119 -0.39145 -2.25483 -3.73 -0.85 -2.00
C 3.12891 0.85188 -2.88629 0.35 1.55 -1.47
C 2.29143 2.20052 -2.47842 0.49 0.50 0.29
C 2.12297 2.45722 -0.86811 0.02 1.15 0.01
O 1.14613 1.58227 -0.19586 1.41 -0.65 -0.79
C -0.52834 -1.54820 -0.91618 -1.67 3.29 -1.49
C 0.39265 -2.80172 -0.39861 -0.46 -0.38 0.09
C 1.12814 -2.57335 1.04864 0.76 5.68 3.34
O 1.23734 -1.42002 1.71495 -1.07 -7.39 -4.88
Br 2.00959 -4.19601 1.90729 -1.11 1.56 -1.23
C -1.97886 -1.08555 -0.24753 2.98 0.64 -2.93
N -2.79842 0.10700 -0.78431 3.08 -0.91 -2.20
C -4.07106 0.42042 -0.02978 -0.96 -0.12 2.45
C -3.65916 0.55099 1.58609 -0.89 0.70 0.15
C -2.40775 1.57456 1.85762 0.74 0.48 1.10
C -1.32584 1.01830 2.99801 -0.11 -0.32 -0.21
O -0.64678 2.19796 3.62093 2.81 -1.82 -0.14
C 0.72986 1.83802 4.03400 2.27 -3.85 4.63
C 2.08729 2.48018 3.30112 -0.32 0.71 0.13
O 0.99443 0.98568 5.05876 -2.58 5.37 -6.66
H -0.90905 5.61933 -1.85246 -1.40 -2.77 -1.38
H -3.25283 1.96286 -3.81835 0.15 0.32 2.64
H -4.31664 2.28068 -2.29556 2.42 -0.09 -0.39
H -0.56189 1.16950 -3.68442 -1.11 -1.43 2.38
H 4.26469 0.97508 -2.61354 -2.38 -0.37 -0.50
H 3.01802 0.70953 -4.04950 0.54 0.31 2.24
H 2.92631 3.12197 -2.89451 -1.25 -2.06 0.84
H 1.23525 2.29919 -3.01420 2.20 -0.44 1.25
H 1.69811 3.56700 -0.75281 0.77 -2.54 -0.14
H 3.14383 2.46064 -0.26581 -1.88 -0.23 -1.51
H 1.48877 0.63630 -0.12629 -0.29 1.93 -0.21
H -0.27283 -3.77777 -0.31542 1.37 2.06 -0.05
H 1.23904 -3.07043 -1.19140 -1.81 0.80 1.70
H -2.33654 -1.73525 0.68076 0.35 1.98 -2.31
H -4.87090 -0.44640 -0.15640 1.89 1.80 -0.02
H -4.57580 1.44002 -0.30182 1.45 -2.01 0.00
H -4.61002 1.04706 2.11066 1.99 -1.29 -1.18
H -3.54200 -0.51044 2.07269 -0.10 2.07 -1.03
H -2.82721 2.58790 2.29908 0.83 -2.09 -0.98
H -1.76921 1.84561 0.91533 -1.32 -0.60 1.62
H -1.84480 0.41566 3.86398 0.92 1.09 -1.81
H -0.47428 0.38922 2.49849 -1.85 0.88 0.82
H 1.91630 3.63735 3.08838 0.24 -2.65 0.36
H 2.35114 1.94634 2.28644 -1.00 0.95 1.96
H 3.04102 2.34618 4.00162 -2.52 0.10 -1.26
C -5.04323 -2.59752 4.49367 -0.15 0.29 0.06
C -5.36036 -3.41395 3.25091 0.32 -0.30 0.66
C -5.17570 -4.90185 3.50329 -0.19 -0.25 -0.18
O -4.50479 -3.00578 2.18667 0.42 0.34 -0.58
H -4.00147 -2.74127 4.80179 -0.09 -0.15 0.00
H -5.16852 -1.52794 4.29366 -0.08 -0.14 0.03
H -5.69571 -2.87702 5.32673 0.13 0.06 -0.08
H -6.39123 -3.21931 2.93580 0.25 0.06 -0.18
H -4.13869 -5.12732 3.77624 -0.08 0.11 0.11
H -5.39542 -5.47604 2.59685 -0.06 0.10 0.14
H -5.83210 -5.25051 4.30667 0.12 0.02 -0.10
H -3.58722 -3.17498 2.45764 -0.46 -0.11 0.09
C 8.16496 2.22486 -5.01011 0.26 -0.22 0.12
C 6.71224 1.81061 -5.18204 0.28 0.61 -0.26
C 6.06128 2.54221 -6.34507 -0.24 -0.13 -0.21
O 5.99490 2.09565 -3.98396 -0.33 0.06 0.39
H 8.24424 3.29673 -4.79639 -0.08 -0.05 -0.15
H 8.61701 1.69960 -4.16190 -0.07 0.01 -0.17
H 8.74759 2.00398 -5.90990 -0.05 0.06 0.12
H 6.65506 0.72953 -5.34902 -0.12 0.14 0.22
H 6.06591 3.62527 -6.17870 0.16 -0.07 0.00
H 5.01272 2.24339 -6.44914 0.16 -0.04 -0.02
H 6.58079 2.33092 -7.28492 -0.08 0.07 0.10
H 6.04030 3.05352 -3.82777 0.08 -0.41 -0.12
C 5.58666 -7.82743 2.15626 0.05 0.03 -0.36
C 5.01562 -6.73898 3.05111 0.25 -0.63 0.30
C 5.66223 -6.75685 4.42705 0.07 0.30 0.20
O 3.60975 -6.92904 3.18756 -0.40 0.09 -0.05
H 5.40320 -8.82067 2.58135 0.09 0.12 0.09
H 5.10330 -7.81048 1.17352 0.10 0.07 0.12
H 6.66494 -7.70002 2.01866 -0.12 -0.06 0.01
H 5.17030 -5.76008 2.58451 -0.24 -0.09 0.05
H 5.48144 -7.71204 4.93266 0.08 0.00 -0.16
H 5.23280 -5.97629 5.06416 0.10 -0.06 -0.14
H 6.74279 -6.59737 4.35761 -0.12 -0.05 0.05
H 3.46293 -7.79587 3.60111 0.09 0.39 -0.18
C -6.41694 -1.74610 -4.00796 0.27 0.00 -0.17
C -6.54290 -2.24440 -2.57709 -0.62 0.04 -0.45
C -7.92993 -2.80479 -2.30550 -0.06 -0.26 0.24
O -6.28363 -1.16934 -1.67806 0.21 0.43 0.27
H -7.13090 -0.93873 -4.20613 -0.07 -0.16 0.05
H -5.41759 -1.33436 -4.18539 -0.07 -0.14 0.01
H -6.59537 -2.55397 -4.72446 0.01 0.15 0.06
H -5.79026 -3.01773 -2.38903 -0.02 0.24 0.15
H -8.69751 -2.03501 -2.44325 0.10 -0.04 -0.14
H -8.00990 -3.14820 -1.26855 0.07 -0.01 -0.17
H -8.15381 -3.64439 -2.97094 -0.01 0.13 0.09
H -6.94724 -0.47791 -1.83787 0.18 -0.36 0.04
C 0.83838 7.38260 0.86289 -0.20 0.04 -0.23
C 0.72878 6.49165 2.08998 0.42 0.52 0.04
C 1.11923 7.23978 3.35468 -0.15 -0.04 0.31
O 1.57970 5.35969 1.92925 0.15 -0.19 -0.20
H 1.86787 7.73064 0.72189 -0.09 0.03 0.13
H 0.56625 6.82740 -0.04121 -0.03 0.04 0.12
H 0.18327 8.25513 0.94878 0.11 -0.08 -0.04
H -0.29720 6.11971 2.18435 0.23 -0.18 -0.03
H 2.15862 7.58271 3.30208 -0.11 0.05 -0.12
H 1.04750 6.58276 4.22805 -0.08 0.09 -0.15
H 0.47260 8.10807 3.51535 0.11 -0.08 0.01
H 2.49291 5.68042 1.84469 -0.37 -0.05 0.05
```
Forces are in eV/Å.